1.
DFT (ωB97M-V/def2-TZVPD) results for C18H16F5IrN3O16P2 as an isolated structure.

Highest occupied orbital energy: -6.37 eV
Kohn-Sham gap: 0.2714 Eh
Lowest unoccupied orbital energy: 1.0104 eV
Relative energy (zero: lowest compared OMol25 entry of this formula, charge and spin): 0.00 kJ/mol
2S+1: 1
Net charge: -1
Max |F|: 0.01548 Eh/bohr

Last column: Löwdin charge in e.
Atoms and positions in Å:
Ir -0.15445 -0.97034 0.10883  1.438
N 0.70740 -1.47427 1.89838  -0.071
C 2.04121 -0.88300 2.14230  -0.198
C 3.02581 -1.31615 1.06904  -0.087
C 2.74391 -0.76979 -0.34347  -0.614
O 3.61879 -0.17072 -0.93314  0.064
O 1.59354 -1.07756 -0.88903  -0.172
H 0.04161 -1.12304 2.58863  0.107
H 0.72981 -2.49295 1.97167  0.107
H 2.39698 -1.16375 3.13700  0.120
H 1.91058 0.19702 2.12892  0.107
H 3.01885 -2.40599 1.00219  0.104
H 4.02948 -1.00211 1.34869  0.118
C -4.62073 -1.24122 -2.01696  -0.064
C -3.86503 -0.46408 -0.95437  -0.559
O -4.77761 0.45661 -0.30847  -0.082
P -3.28490 -1.54298 0.39987  0.505
O -3.10796 -3.01012 -0.07746  -0.110
O -4.52469 -1.58913 1.38390  -0.088
O -2.05247 -1.00196 1.09558  -0.373
P -2.42739 0.48125 -1.67798  0.353
O -2.36241 1.63549 -0.53545  -0.145
O -2.80663 1.05879 -2.97138  -0.260
O -1.19480 -0.40858 -1.59590  -0.393
H -5.43406 -1.82104 -1.57624  0.086
H -3.94819 -1.92137 -2.53871  0.083
H -5.02099 -0.52653 -2.73379  0.087
H -4.27475 1.27135 -0.15206  0.084
H -2.09804 -3.18613 -0.15816  0.065
H -5.02546 -0.76354 1.24887  0.081
H -1.82381 1.41436 0.23865  0.030
O 0.46432 0.98415 0.28071  -0.141
C 0.11855 1.74853 1.23935  -0.627
O -0.68743 1.46895 2.11851  0.046
C 0.79979 3.10111 1.21902  -0.068
C 0.53919 3.99275 2.24803  0.084
C 1.16311 5.22651 2.23538  -0.112
C 2.03567 5.60961 1.23663  0.082
C 2.26650 4.69611 0.22719  -0.103
C 1.67210 3.44756 0.19177  0.105
N 3.19405 5.08501 -0.85614  -0.351
O 3.79879 6.13247 -0.72195  0.070
O 3.29071 4.34139 -1.80344  0.108
N 0.89325 6.17796 3.33099  -0.353
O 1.42495 7.26853 3.27314  0.076
O 0.15847 5.81262 4.22452  0.083
H -0.14439 3.71657 3.03732  0.133
H 2.51465 6.57540 1.24241  0.130
H 1.87860 2.75076 -0.60967  0.143
F 2.43132 -5.68645 -3.91617  0.112
C 1.71623 -5.02780 -2.99688  -0.141
C 2.14032 -4.98924 -1.68082  -0.140
F 3.27159 -5.60990 -1.32383  0.112
C 1.38886 -4.31389 -0.74175  -0.140
F 1.81294 -4.30308 0.53733  0.088
C 0.21109 -3.64675 -1.06491  -0.245
O -0.49378 -3.01423 -0.11116  -0.246
C -0.20453 -3.72159 -2.39373  -0.135
F -1.35392 -3.15865 -2.76327  0.121
C 0.53718 -4.39724 -3.34759  -0.134
F 0.10823 -4.45574 -4.61098  0.120

2.
DFT (ωB97M-V/def2-TZVPD) results for C18H16F6N8O6RbS3 as an isolated structure at a distorted geometry.

Highest occupied orbital energy: -5.15 eV
Kohn-Sham gap: 0.2730 Eh
Lowest unoccupied orbital energy: 2.2771 eV
Relative energy (zero: lowest compared OMol25 entry of this formula, charge and spin): 126.98 kJ/mol
2S+1: 1
Net charge: -1
Max |F|: 0.05068 Eh/bohr

Last column: Löwdin charge in e.
Atoms and positions in Å:
Rb -0.65637 -0.11694 0.29162  1.066
O -1.05774 -3.97209 -2.69710  0.050
C -0.38601 -4.99744 -2.14810  -0.274
C -0.48917 -6.26059 -2.73360  -0.027
C 0.21686 -7.33011 -2.22066  -0.107
C 1.02583 -7.16499 -1.10426  -0.112
C 1.11875 -5.92242 -0.50668  -0.040
C 0.42638 -4.82728 -1.01127  -0.082
C 0.55598 -3.48321 -0.39347  -0.448
O 0.19264 -2.46001 -1.05677  -0.172
N 1.14758 -3.46592 0.78559  0.031
N 1.15476 -2.28378 1.41084  -0.031
C 2.08436 -2.05293 2.26292  -0.116
C 2.17181 -0.78067 2.93492  -0.277
C 3.12442 -0.58458 3.94628  -0.032
C 3.25846 0.67090 4.49994  -0.081
C 2.45734 1.70309 4.03226  -0.061
C 1.52279 1.41076 3.04758  -0.159
N 1.37254 0.21141 2.52486  0.069
H -0.78598 -3.16842 -2.16759  0.070
H -1.12183 -6.36934 -3.60343  0.109
H 0.14362 -8.29822 -2.69935  0.094
H 1.58379 -8.00374 -0.70943  0.089
H 1.73950 -5.76248 0.36111  0.100
H 2.88022 -2.77745 2.47498  0.115
H 3.74189 -1.40830 4.27916  0.104
H 3.98468 0.84887 5.28113  0.100
H 2.55418 2.70507 4.41748  0.097
H 0.87808 2.18543 2.65176  0.097
C 2.78061 -0.98755 -4.77570  -0.005
C 3.19895 -0.05149 -3.70682  -0.348
N 4.34202 0.56357 -3.67340  0.088
N 4.32123 1.29833 -2.53411  0.001
C 3.14804 1.16552 -1.85399  -0.837
S 2.75462 1.88575 -0.43536  0.619
N 2.42104 0.28524 -2.63044  -0.092
N 1.11791 -0.06449 -2.35997  0.105
H 3.56316 -1.00283 -5.52894  0.080
H 1.84634 -0.66560 -5.23575  0.081
H 2.64385 -1.99329 -4.37523  0.090
H 5.07955 1.90781 -2.28615  0.139
H 1.02483 -0.83606 -1.68757  0.038
H 0.62607 -0.32440 -3.20954  0.105
F -1.81736 2.54702 3.70721  0.129
C -2.57563 1.78493 2.91034  -0.647
F -3.83472 1.89825 3.34204  0.131
F -2.20908 0.51371 3.12341  0.112
S -2.42309 2.34217 1.10944  0.523
O -1.01957 2.34975 0.85183  -0.436
O -3.12438 3.57908 1.08517  -0.248
N -3.15603 1.11386 0.44229  -0.374
S -3.09261 1.12677 -1.13130  0.516
O -2.27804 0.08345 -1.67368  -0.427
O -2.96811 2.42120 -1.71135  -0.256
C -4.84745 0.54396 -1.50160  -0.646
F -5.11933 -0.56479 -0.80712  0.127
F -5.76568 1.45430 -1.16886  0.133
F -5.03626 0.25444 -2.79476  0.131

3.
DFT (ωB97M-V/def2-TZVPD) results for C18H16LiNO3 as an isolated structure at a distorted geometry.

Highest occupied orbital energy (spin up / spin down): -1.17 / -1.31 eV
Kohn-Sham gap (spin up / spin down): 0.1077 / 0.1153 Eh
Lowest unoccupied orbital energy (spin up / spin down): 1.7565 / 1.8240 eV
Relative energy (zero: lowest compared OMol25 entry of this formula, charge and spin): 397.95 kJ/mol
<S²>: 0.757
2S+1: 2
Net charge: -1
Max |F|: 0.15390 Eh/bohr

Last column: Löwdin charge in e.
Atoms and positions in Å:
C -4.76200 -2.50185 -2.03597  -0.096
O -4.33545 -1.15190 -2.34435  -0.138
C -3.01272 -0.86013 -2.24044  -0.331
C -2.63490 0.49957 -2.40577  -0.052
C -1.34447 0.88821 -2.14772  -0.080
C -0.38135 -0.04902 -1.66184  -0.250
C 0.82983 0.42444 -1.06030  -0.218
C 1.98881 -0.32848 -0.75167  -0.203
N 3.22598 0.48708 -0.52824  -0.441
O 4.33540 -0.05167 -0.50390  -0.101
O 3.06226 1.76201 -0.53278  -0.278
C -0.72859 -1.43043 -1.66829  -0.087
C -2.02760 -1.83046 -1.92718  -0.064
H -5.83176 -2.49457 -2.24450  0.077
H -4.25270 -3.23711 -2.67467  0.079
H -4.58031 -2.74146 -0.97836  0.089
H -3.40406 1.20830 -2.70819  0.099
H -1.04967 1.93450 -2.27504  0.090
H 0.98819 1.52050 -1.11707  0.060
H 2.21503 -1.23627 -1.32763  0.155
H 0.01683 -2.18741 -1.41984  0.089
H -2.30370 -2.88445 -1.84847  0.087
C 2.29293 -1.08621 2.61094  -0.044
Li 1.76878 3.11298 -0.12197  0.709
C 2.05817 -1.56146 1.36054  0.011
C 1.22061 -0.52113 0.53638  -0.261
C 1.18453 0.65622 1.51550  -0.109
C 1.80846 0.28919 2.72017  -0.167
C 1.92299 1.23690 3.74365  -0.032
C 1.34538 2.49735 3.57670  -0.108
C 0.63783 2.82026 2.40796  -0.126
C 0.51957 1.87335 1.37087  -0.107
H 2.81705 -1.57061 3.43238  0.091
H 2.35761 -2.50856 0.90196  0.111
H 0.22307 -0.98363 0.47868  0.147
H 2.45307 0.95497 4.65371  0.105
H 1.42545 3.23627 4.37789  0.092
H 0.11494 3.77643 2.31284  0.090
H -0.16349 2.03830 0.52400  0.110

Q: The lowest relative energy (zero: lowest compared OMol25 entry of this formula, charge and spin) belongs to which entry?
A: C18H16F5IrN3O16P2